one:
Density functional theory data (ωB97M-V/def2-TZVPD) for 2 unconnected molecules or ions with the total composition C4H8NO2S.

Calculated values
Charge ... -1
2S+1 ... 1
Kohn-Sham gap ... 7.40 eV

Last column: natural (NBO) charge in e.
Atoms and positions in Å:
C: -2.1612 -0.0178 0.6510  0.63
C: 2.0891 0.6378 -0.8939  -0.66
C: 1.9382 -0.8038 1.1925  -0.43
C: 1.5281 0.2612 0.5181  -0.13
N: -1.1815 -0.5156 0.0350  -0.36
O: -2.3569 0.1668 1.8054  -0.65
O: -1.2597 -0.7957 -1.3492  -0.62
S: -3.5670 1.0310 -0.5965  -0.57
H: 1.3583 0.3990 -1.7115  0.24
H: 2.3754 1.6368 -0.8087  0.20
H: 2.8698 -0.1368 -1.2117  0.19
H: -2.0857 -0.1666 -1.5668  0.45
H: 1.5480 -1.1267 2.2695  0.19
H: 2.5721 -1.5790 0.8013  0.17
H: 0.7884 0.9689 0.8228  0.21
H: -4.4554 0.0404 0.0427  0.15

---

two:
Density functional theory data (ωB97M-V/def2-TZVPD) for 2 unconnected molecules or ions with the total composition C4H8NO2S.

Calculated values
Charge ... -1
2S+1 ... 1
Kohn-Sham gap ... 3.83 eV

Last column: natural (NBO) charge in e.
Atoms and positions in Å:
O: -1.8320 0.2997 -2.1890  -0.75
C: -1.4615 -0.0417 -1.0481  0.74
O: -1.5460 -1.1972 -0.5539  -0.75
C: -0.6268 0.9687 -0.2574  -0.45
C: 0.4578 0.3115 0.5541  -0.52
C: 1.8164 -0.1472 0.0949  -0.25
S: 2.6144 -1.5651 0.6069  0.12
N: -2.0736 2.5599 1.2913  -1.11
H: -1.4050 1.4774 0.5132  0.33
H: 0.0326 -0.6221 0.9692  0.29
H: 0.5037 1.0352 1.3853  0.19
H: 1.8657 -0.2793 -0.9955  0.19
H: -2.8847 2.3736 1.8792  0.32
H: 2.9473 -1.0377 1.8206  0.11
H: -1.3981 3.1353 1.7826  0.31
H: -0.2953 1.7016 -0.9921  0.21

---

Which of them is the most stable? Correct choice: one.

---

one:
Density functional theory data (ωB97M-V/def2-TZVPD) for 12 unconnected molecules or ions with the total composition H24O12.

Calculated values
2S+1 ... 1
Kohn-Sham gap ... 9.53 eV

Last column: natural (NBO) charge in e.
Atoms and positions in Å:
O: -0.4558 0.6469 0.2407  -0.94
H: -0.2557 0.3790 -0.6633  0.47
H: 0.3458 0.4334 0.7315  0.47
O: 0.2645 1.1758 3.4503  -0.93
H: 0.3757 1.8013 2.7255  0.48
H: 1.1561 1.0572 3.7966  0.46
O: -2.8561 4.0950 0.3130  -0.94
H: -3.2306 3.3128 0.7335  0.47
H: -2.2702 4.4640 0.9835  0.47
O: -3.3087 -1.1848 0.8813  -0.94
H: -3.3956 -0.2559 0.6392  0.46
H: -2.3568 -1.3225 0.9446  0.48
O: 3.0199 0.4064 -4.0410  -0.94
H: 3.3524 1.0410 -4.6858  0.48
H: 2.3365 0.8918 -3.5652  0.46
O: 0.2165 3.7398 4.3968  -0.94
H: -0.0506 2.8293 4.5655  0.48
H: 0.9681 3.6568 3.7991  0.45
O: -1.9321 -4.4585 -0.7838  -0.93
H: -1.4526 -3.7101 -0.4110  0.47
H: -1.3526 -5.2117 -0.6232  0.46
O: -0.0135 -2.9108 1.7959  -0.95
H: 0.4000 -2.3116 2.4276  0.47
H: 0.6813 -3.5445 1.5845  0.47
O: -1.8487 -0.1035 -5.1400  -0.93
H: -0.9393 -0.4148 -5.2113  0.46
H: -1.8349 0.4889 -4.3799  0.46
O: -3.5349 -0.7071 -2.9617  -0.93
H: -3.8529 -0.6652 -2.0528  0.47
H: -2.5973 -0.9118 -2.8729  0.46
O: 3.8772 -0.7133 3.1561  -0.93
H: 4.5044 -0.2024 3.6801  0.48
H: 3.0162 -0.4561 3.5047  0.45
O: 4.6297 -0.2024 -2.4390  -0.93
H: 4.3091 -1.0012 -2.8728  0.47
H: 4.0856 -0.1315 -1.6466  0.45

---

two:
Density functional theory data (ωB97M-V/def2-TZVPD) for 12 unconnected molecules or ions with the total composition H24O12.

Calculated values
2S+1 ... 1
Kohn-Sham gap ... 9.05 eV

Last column: natural (NBO) charge in e.
Atoms and positions in Å:
O: 1.8881 -0.3404 -0.5351  -0.96
H: 2.7551 -0.3464 -0.2151  0.48
H: 2.0041 0.4796 -0.9211  0.49
O: -1.1219 0.2196 2.5239  -0.92
H: -0.8959 0.6496 3.3089  0.48
H: -1.6449 0.7286 2.0719  0.48
O: -2.2229 -1.6824 -0.0371  -0.97
H: -2.1519 -0.7694 0.3859  0.49
H: -2.7259 -1.5474 -0.9201  0.50
O: 2.2391 0.9116 2.2179  -0.99
H: 1.7821 0.9196 1.2619  0.44
H: 2.1331 -0.0664 2.2429  0.48
O: -2.8809 1.6026 0.8239  -0.97
H: -3.5239 1.1266 0.2429  0.51
H: -3.3529 2.3756 1.1239  0.49
O: -1.2469 3.1106 -0.8541  -0.93
H: -0.6759 2.9956 -0.1561  0.45
H: -1.9569 2.7926 -0.2111  0.47
O: 1.8651 2.2146 -0.7041  -0.97
H: 1.6061 2.4516 -1.5731  0.49
H: 2.3931 2.9236 -0.3271  0.50
O: -0.8119 0.1726 -1.0141  -1.01
H: -0.9599 1.0656 -0.8081  0.48
H: 0.0911 -0.1274 -0.5461  0.52
O: 0.3431 -2.8194 0.1729  -0.99
H: 0.0611 -3.7184 0.4349  0.48
H: -0.5809 -2.4514 0.1209  0.50
O: -1.0289 -0.7444 -3.5811  -0.97
H: -0.3289 -1.3164 -3.6321  0.46
H: -0.8239 -0.2124 -2.7651  0.49
O: 1.0441 -1.1284 2.4479  -1.01
H: 1.2281 -1.4024 1.5029  0.51
H: 0.1191 -0.7294 2.6429  0.51
O: 2.4751 -2.8164 -1.8131  -0.94
H: 1.7351 -2.3574 -1.4151  0.49
H: 3.1731 -2.1624 -1.4981  0.45

---

three:
Density functional theory data (ωB97M-V/def2-TZVPD) for 12 unconnected molecules or ions with the total composition H24O12.

Calculated values
2S+1 ... 1
Kohn-Sham gap ... 10.61 eV

Last column: natural (NBO) charge in e.
Atoms and positions in Å:
O: 3.2385 -1.7622 -2.6923  -0.95
H: 3.2252 -1.2586 -1.8784  0.48
H: 4.0627 -2.2480 -2.6604  0.47
O: -5.4085 -1.1430 1.3855  -0.93
H: -5.5865 -0.2061 1.4681  0.46
H: -4.6064 -1.1899 0.8652  0.47
O: 0.7481 0.4031 5.6938  -0.94
H: 0.3344 0.8506 6.4320  0.47
H: 0.4906 0.9157 4.9275  0.47
O: -0.6219 -0.0991 -0.1546  -0.94
H: -0.7700 -0.0416 -1.0985  0.48
H: -0.1394 0.6989 0.0616  0.46
O: -1.3980 -4.0168 2.7995  -0.93
H: -1.2447 -3.1500 2.4233  0.47
H: -1.2569 -3.8990 3.7389  0.46
O: -1.6269 -3.9981 -4.2468  -0.93
H: -1.7075 -3.0496 -4.3472  0.47
H: -1.2205 -4.2921 -5.0621  0.47
O: 4.3929 1.3716 -0.0524  -0.94
H: 3.8495 2.1587 -0.0902  0.47
H: 5.2671 1.6939 0.1669  0.47
O: 0.4387 3.1498 2.6494  -0.94
H: 0.8265 3.7808 3.2558  0.47
H: -0.3419 3.5894 2.3124  0.47
O: -0.7039 0.0792 -3.9027  -0.95
H: -0.3558 0.8789 -4.2970  0.47
H: 0.0436 -0.5180 -3.8715  0.48
O: 2.4393 4.9041 -0.4222  -0.94
H: 2.2338 4.4633 0.4022  0.47
H: 1.6509 5.4062 -0.6289  0.47
O: 2.9204 -1.7794 2.3219  -0.94
H: 2.2547 -1.4143 2.9048  0.47
H: 3.5120 -1.0479 2.1453  0.47
O: -5.1872 -0.0123 -3.7094  -0.93
H: -4.2517 0.1743 -3.7879  0.47
H: -5.5012 0.6079 -3.0514  0.46

---

four:
Density functional theory data (ωB97M-V/def2-TZVPD) for 12 unconnected molecules or ions with the total composition H24O12.

Calculated values
2S+1 ... 1
Kohn-Sham gap ... 10.70 eV

Last column: natural (NBO) charge in e.
Atoms and positions in Å:
O: 1.8135 3.3130 1.1426  -0.99
H: 0.8846 3.1448 0.9073  0.49
H: 2.1338 3.9007 0.4483  0.48
O: -0.8425 2.7090 0.2212  -0.99
H: -1.4083 2.0721 0.6970  0.50
H: -1.3923 3.4958 0.1317  0.49
O: -3.1616 -1.8211 1.3820  -0.98
H: -3.1791 -2.6661 1.8418  0.48
H: -2.7220 -2.0103 0.5160  0.51
O: -1.3779 -2.5755 -0.6098  -1.00
H: -1.1528 -3.1541 0.1498  0.52
H: -1.2727 -3.1366 -1.3903  0.50
O: 2.0862 3.1721 -2.0849  -0.97
H: 2.9663 3.2103 -2.4708  0.47
H: 2.0815 2.3411 -1.5788  0.49
O: 0.2468 0.1559 -0.6615  -0.99
H: -0.2318 -0.6151 -0.3162  0.49
H: -0.2683 0.9219 -0.3586  0.50
O: 1.3737 -1.9614 -2.5395  -0.95
H: 0.7617 -1.5843 -1.9012  0.47
H: 2.0764 -1.3039 -2.6159  0.48
O: -1.8617 0.5890 1.7998  -1.01
H: -2.1527 0.9369 2.6528  0.49
H: -2.1967 -0.3335 1.7692  0.52
O: -1.7999 -0.4907 -3.3625  -0.94
H: -1.9946 -1.1972 -2.7413  0.46
H: -0.9947 -0.0825 -3.0172  0.48
O: 2.9302 0.5901 -0.9046  -0.98
H: 3.4764 1.0102 -0.2292  0.47
H: 2.1024 0.3446 -0.4421  0.50
O: 0.0846 -2.9710 1.6657  -1.00
H: 0.3948 -2.0837 1.9735  0.51
H: -0.2791 -3.4024 2.4464  0.47
O: 0.9087 -0.5576 2.5601  -0.97
H: 0.2397 0.0931 2.2856  0.50
H: 1.7274 -0.0537 2.6338  0.50

---

Which of them is the most stable? Correct choice: four.

---

one:
Density functional theory data (ωB97M-V/def2-TZVPD) for C3H9IN2 in the gas phase.

Calculated values
2S+1 ... 1
Kohn-Sham gap ... 9.46 eV

Last column: natural (NBO) charge in e.
Atoms and positions in Å:
C: 0.0188 -1.9667 0.0002  -0.61
C: 0.1017 -0.4847 0.2752  -0.45
C: -0.8090 0.3259 -0.7170  0.01
I: -3.0227 0.0581 0.0868  -0.20
N: -0.3006 1.6281 -0.5799  -0.47
N: -0.3453 2.2528 0.6623  -0.68
H: -0.7541 -2.3244 0.6415  0.22
H: 0.9925 -2.4142 0.3440  0.21
H: -0.1402 -2.1040 -1.1170  0.21
H: 1.1141 -0.0372 -0.0602  0.21
H: -0.0623 -0.3370 1.3169  0.22
H: -0.9455 0.0762 -1.7962  0.23
H: -0.4399 2.2474 -1.3417  0.37
H: -1.2939 2.4931 1.0044  0.37
H: 0.2578 1.7487 1.2969  0.36

---

two:
Density functional theory data (ωB97M-V/def2-TZVPD) for 2 unconnected molecules or ions with the total composition C3H9IN2.

Calculated values
2S+1 ... 1
Kohn-Sham gap ... 9.22 eV

Last column: natural (NBO) charge in e.
Atoms and positions in Å:
C: 0.0755 -0.1345 1.8960  -0.70
C: -0.7610 -0.2480 0.6657  0.31
C: -1.3143 1.0351 0.1199  -0.65
N: -1.0417 -1.2875 0.0134  -0.58
I: -0.3554 -3.1293 0.5150  0.24
H: 1.1253 -0.1160 1.6004  0.25
H: -0.0763 -1.0005 2.5395  0.24
H: -0.1501 0.7739 2.4485  0.22
H: -0.4939 1.7229 -0.0735  0.22
H: -1.9790 1.4928 0.8517  0.22
H: -1.8659 0.8526 -0.7984  0.23
N: 1.7394 -0.0356 -2.1791  -1.08
H: 1.8487 -0.8909 -2.7091  0.36
H: 2.4277 0.6281 -2.5122  0.36
H: 0.8210 0.3370 -2.3776  0.36

---

Which of them is the most stable? Correct choice: two.

---

one:
Density functional theory data (ωB97M-V/def2-TZVPD) for C6H12N2O in the gas phase.

Calculated values
2S+1 ... 1
Kohn-Sham gap (alpha / beta) ... 8.35 / 6.98 eV

Last column: natural (NBO) charge in e.
Atoms and positions in Å:
C: 1.0591 1.9012 0.9086  -0.26
C: -0.3392 -0.0419 1.2264  0.04
C: 0.5073 -0.6817 2.1824  -0.35
O: -0.2492 1.3587 1.0322  -0.54
H: -1.3977 -0.2447 1.3682  0.21
H: 0.9309 2.9511 0.6507  0.20
H: 1.6128 1.8332 1.8497  0.17
H: 1.6271 1.4106 0.1114  0.18
H: 1.5422 -0.3962 2.3016  0.18
H: 0.2101 -1.6433 2.5750  0.20
C: -0.4037 -0.1897 -1.5626  0.42
N: -1.5124 0.6544 -1.4669  -0.86
C: 0.0619 -0.8389 -0.1623  -0.31
C: -0.7823 -1.8307 -0.7462  -0.37
N: 0.3521 -0.1719 -2.6123  -0.69
H: -1.4688 1.2734 -0.6653  0.40
H: -1.6408 1.1596 -2.3332  0.39
H: 0.9971 -0.9565 -2.6363  0.33
H: 1.1269 -1.0397 -0.2126  0.23
H: -0.3798 -2.7390 -1.1776  0.21
H: -1.8535 -1.7680 -0.6311  0.22

---

two:
Density functional theory data (ωB97M-V/def2-TZVPD) for 2 unconnected molecules or ions with the total composition C6H12N2O.

Calculated values
2S+1 ... 1
Kohn-Sham gap ... 9.63 eV

Last column: natural (NBO) charge in e.
Atoms and positions in Å:
H: -2.5521 0.0738 2.1854  0.33
N: -1.7852 -0.4029 1.7093  -0.76
C: -1.5062 0.0811 0.5684  0.37
N: -2.1100 1.1004 -0.1008  -0.84
C: -0.4446 -0.7072 -0.4582  0.56
C: -0.2885 -2.1213 0.0432  -0.71
O: -0.5857 -0.4164 -1.6367  -0.61
H: -2.8891 1.5925 0.3043  0.39
H: -1.8803 1.1753 -1.0822  0.42
H: 0.0499 -2.1090 1.0775  0.24
H: -1.2648 -2.6135 0.0240  0.26
H: 0.4018 -2.6651 -0.6059  0.22
C: 0.9641 0.9611 0.9729  -0.31
C: 1.5805 0.2466 -0.0005  -0.20
C: 2.1097 0.8721 -1.2566  -0.65
H: 0.6377 1.9752 0.7905  0.20
H: 0.7984 0.5800 1.9624  0.22
H: 2.0562 -0.6808 0.2804  0.21
H: 3.2005 0.9269 -1.2387  0.22
H: 1.6767 1.8611 -1.4132  0.21
H: 1.8311 0.2702 -2.1256  0.23

---

Which of them is the most stable? Correct choice: two.

---

one:
Density functional theory data (ωB97M-V/def2-TZVPD) for C6H12N2O in the gas phase.

Calculated values
2S+1 ... 1
Kohn-Sham gap (alpha / beta) ... 6.40 / 7.67 eV

Last column: natural (NBO) charge in e.
Atoms and positions in Å:
C: -0.4496 1.3654 -1.1548  -0.47
C: 0.1349 2.6112 -0.4805  -0.59
C: 0.2601 0.1112 -0.7183  0.33
N: 1.3264 -0.2945 -1.1977  -0.56
H: -1.5093 1.2679 -0.9234  0.24
H: -0.3356 1.4487 -2.2365  0.23
H: 1.1971 2.7068 -0.7048  0.22
H: 0.0165 2.5664 0.6019  0.20
H: -0.3766 3.5045 -0.8405  0.21
C: 1.7134 -1.8316 0.8743  -0.02
C: -0.5418 -0.7682 0.4699  0.26
N: -1.3570 0.0714 1.2589  -0.83
C: -1.1489 -1.8397 -0.1715  -0.54
O: 0.7726 -1.1305 1.4316  -0.50
H: -0.8083 0.6935 1.8368  0.38
H: -1.9984 -0.4652 1.8269  0.38
H: 1.7290 -1.1660 -0.6120  0.30
H: 1.4579 -2.8412 0.5329  0.17
H: 2.7274 -1.5805 1.1794  0.19
H: -0.5856 -2.5104 -0.7983  0.20
H: -2.2242 -1.9192 -0.1743  0.21

---

two:
Density functional theory data (ωB97M-V/def2-TZVPD) for 2 unconnected molecules or ions with the total composition C6H12N2O.

Calculated values
2S+1 ... 1
Kohn-Sham gap ... 9.48 eV

Last column: natural (NBO) charge in e.
Atoms and positions in Å:
C: 3.6997 -0.5168 0.1816  -0.49
C: 2.4456 -0.5783 -0.1913  0.18
C: 1.4161 -0.7440 -1.2033  -0.27
N: 1.1285 -0.5243 0.2150  -0.41
C: 0.4959 -1.5349 1.0272  -0.43
H: 3.9729 -0.4200 1.2182  0.21
H: 4.4972 -0.5489 -0.5399  0.21
H: 1.1397 0.0677 -1.8646  0.20
H: 1.2621 -1.7362 -1.6182  0.19
H: 0.7347 -1.3381 2.0723  0.20
H: -0.5829 -1.4632 0.8840  0.24
H: 0.8286 -2.5491 0.7726  0.17
C: -1.3664 1.6415 0.3060  -0.73
C: -2.4979 0.7156 -0.0709  0.68
N: -3.5196 1.3206 -0.7245  -0.83
O: -2.5233 -0.4675 0.1875  -0.63
H: -1.5908 2.0891 1.2728  0.23
H: -1.2449 2.4335 -0.4280  0.21
H: -0.4431 1.0730 0.3970  0.27
H: -4.3254 0.7742 -0.9793  0.40
H: -3.5267 2.3061 -0.9141  0.39

---

three:
Density functional theory data (ωB97M-V/def2-TZVPD) for C6H12N2O in the gas phase.

Calculated values
2S+1 ... 1
Kohn-Sham gap ... 7.19 eV

Last column: natural (NBO) charge in e.
Atoms and positions in Å:
C: 0.3797 -0.5215 1.4040  -0.18
C: -1.8207 -0.0380 0.1864  -0.44
C: 0.7101 -1.7543 0.6727  -0.79
N: -0.4883 0.5140 0.4549  0.03
O: -0.6515 1.6743 1.2529  -0.56
H: -0.6103 2.4499 0.6715  0.47
H: 1.2337 0.1045 1.6553  0.22
H: -0.2873 -0.6192 2.2640  0.19
H: -2.3916 0.6812 -0.4035  0.21
H: -2.3301 -0.2220 1.1315  0.22
H: -1.7101 -0.9697 -0.3612  0.25
H: 1.7470 -2.0495 0.8002  0.23
H: 0.0286 -2.5779 0.8672  0.20
H: 0.6174 -1.3745 -0.5894  0.30
C: 0.3071 0.8775 -1.0288  -0.16
C: 0.4560 -0.3398 -1.8223  -0.81
C: 1.5605 1.4989 -0.6470  0.26
N: 2.5500 1.9846 -0.3185  -0.30
H: -0.3735 1.6628 -1.3951  0.20
H: -0.3593 -0.5169 -2.5178  0.20
H: 1.4326 -0.4645 -2.2770  0.23

---

Which of them is the most stable? Correct choice: two.